18
Properties=species:S:1:pos:R:3 method="wB97M-V/def2-TZVPD" homo_ha=-0.21226 energy_ha=-550.44364 relative_energy_kj_mol=0.0 total_charge=-1 lumo_ev=3.9 orbital_gap_ev=9.7 spin_multiplicity=1
H 1.7288 -0.5664 -0.7039
H -1.0373 0.2103 -1.8569
H -1.0616 -1.6833 -0.9741
H 1.0853 -0.5969 1.2601
O -0.5811 1.2791 -0.2985
H 0.1869 1.5454 2.7154
O 1.8988 0.2553 -1.2403
O -0.8141 -0.4621 -2.5304
O -1.5220 0.2513 1.4983
H 1.2669 0.8659 -0.8173
H -1.7142 -1.2539 0.3986
H 0.7262 2.4151 1.3658
H 0.3960 -1.6934 0.4641
C -0.7820 1.0761 0.9210
O 1.3067 -1.3946 0.7658
N -0.0302 1.9133 1.8049
O -1.1549 -1.9317 -0.0423
H 0.1021 -0.2295 -2.7305

14
Properties=species:S:1:pos:R:3 method="wB97M-V/def2-TZVPD" homo_ha="0.04163 / -0.26507" energy_ha=-269.77470 relative_energy_kj_mol=1.4 total_charge=-1 lumo_ev="4.1 / 4.0" orbital_gap_ev="3.0 / 11.2" spin_multiplicity=2
O 1.3495 -0.4530 -1.4002
H -0.1154 2.2227 -0.0071
H -2.8852 0.7277 0.3161
H 0.4410 -0.1748 1.2837
C -2.5857 -0.1154 -0.3116
H -3.1244 -0.1173 -1.2606
O 0.6159 1.7444 0.4062
H -1.5202 -0.0152 -0.5132
H 2.1360 -0.9425 -1.6692
O 0.7148 -1.1090 1.2726
H 1.0697 -0.9133 -0.5820
H 0.5707 -1.4194 2.1939
H 0.9524 1.1754 -0.3147
H -2.8291 -1.0232 0.2342